Formula: C19H13N4O10S2
Source: the Open Molecules 2025 dataset
Level of theory: the ωB97M-V functional and the def2-TZVPD basis

Each line ends with the Mulliken charge.
Element x y z (Å)
C 4.2330 -2.1607 -1.4975  -0.453
C 3.8505 -1.7003 -0.2332  -0.662
C 2.7503 -0.8508 -0.1033  0.118
C 2.0041 -0.5075 -1.2333  -0.162
S 0.6622 0.6783 -1.0806  1.505
C -0.5683 -0.0808 -0.1655  -1.029
S -2.2012 -0.2554 -0.7752  1.649
C -2.4407 0.4657 -2.4149  -0.182
C -2.4831 1.8563 -2.5334  -0.136
C -2.6717 2.4390 -3.7851  -0.570
C -2.8488 1.6350 -4.9162  -0.397
C -2.8398 0.2439 -4.7847  -0.543
C -2.6547 -0.3469 -3.5314  -0.367
O -2.4054 -1.6857 -0.9100  -0.826
O -3.0740 0.5325 0.0699  -0.683
O 1.2294 1.7475 -0.2918  -0.675
O 0.2541 0.9255 -2.4495  -0.663
C 2.3639 -0.9848 -2.4983  -0.388
C 3.4889 -1.8014 -2.6266  -0.556
H 5.1158 -2.7933 -1.6031  0.350
H 4.4067 -1.9826 0.6609  0.404
H 2.4840 -0.4351 0.8679  0.200
H -0.2289 -1.0341 0.2368  0.545
H -2.3616 2.4789 -1.6471  0.331
H -2.6740 3.5271 -3.8640  0.362
H -2.9913 2.0969 -5.8953  0.355
H -2.9739 -0.3925 -5.6603  0.369
H -2.6629 -1.4296 -3.4124  0.417
H 1.7722 -0.7046 -3.3675  0.452
H 3.7803 -2.1513 -3.6166  0.363
O 0.4230 -2.7543 5.6430  -0.586
N 1.1146 -1.8641 5.1185  0.945
O 2.3472 -1.7585 5.3246  -0.624
C 0.5289 -0.8859 4.2094  -0.977
C 1.3695 0.0142 3.5560  -0.055
C 0.8295 0.9722 2.6608  0.144
N 1.6489 2.1263 2.3338  1.229
O 2.8910 1.9823 2.3589  -0.670
O 1.0842 3.1988 2.0699  -0.613
C -0.5171 0.9169 2.2208  -0.687
C -1.3583 0.1609 3.0247  0.345
N -2.7365 0.3268 3.2688  0.847
O -3.5780 1.0887 2.8443  -0.630
O -3.0368 -0.5398 4.3510  -0.204
N -1.9140 -1.1902 4.7999  -0.512
C -0.9055 -0.7531 4.0018  0.879
H 2.4423 0.0134 3.7622  0.579
H -0.9481 1.6162 1.5129  0.463

Properties
**E**: -2499.28043 hartree
**Lowest unoccupied orbital energy**: 0.73 eV
**Total charge**: -1
**HOMO energy**: -0.1949 hartree
**Gap between HOMO and LUMO**: 6.04 eV

***

Formula: C17H13BF8N2O12S2
Source: the Open Molecules 2025 dataset
Level of theory: the ωB97M-V functional and the def2-TZVPD basis

Each line ends with the Mulliken charge.
Element x y z (Å)
O 0.4817 5.5338 2.1326  -0.566
S -0.1913 4.2290 1.8812  1.185
O -0.6505 3.4548 3.0846  -0.571
O 0.6848 3.3582 0.7262  -0.283
C -0.4151 2.7122 -0.0432  -0.164
B 0.3849 2.1360 -1.3391  0.482
O 1.6971 1.5954 -1.0889  -0.329
O -0.0860 2.0676 -2.6803  -0.522
C -1.4519 3.9091 -0.1803  0.560
F -0.6930 4.8894 -0.9065  -0.265
S -3.0181 3.7428 -1.1621  1.107
O -2.8158 3.3005 -2.5871  -0.534
O -3.5981 5.1364 -1.2584  -0.658
C -4.3405 2.6910 -0.3768  0.516
F -5.0575 3.5051 0.5207  -0.237
F -5.2554 2.3517 -1.3899  -0.226
C -3.8409 1.4294 0.4538  0.411
F -3.0010 1.8103 1.5253  -0.204
F -4.9971 0.9084 1.0901  -0.296
C -3.2478 0.2234 -0.4129  0.810
F -4.1149 -0.8862 -0.2814  -0.283
F -1.9913 -0.2256 0.0265  -0.239
F -3.1556 0.4707 -1.7722  -0.228
O -1.6690 4.5829 1.0846  -0.362
H -0.6399 1.8188 0.6220  0.338
H 1.7096 1.1354 -0.2168  0.259
H -0.3194 1.1308 -2.8631  0.305
C -3.6478 -6.0956 0.2669  -0.383
C -3.8521 -5.1224 -0.7066  -0.548
C -2.7949 -4.3207 -1.1198  -0.149
C -1.5399 -4.5029 -0.5549  0.016
C -1.3271 -5.4673 0.4257  -0.380
C -2.3888 -6.2655 0.8357  -0.426
N -0.4295 -3.6707 -1.0100  1.082
O -0.6691 -2.8257 -1.8591  -0.614
O 0.6695 -3.8663 -0.5195  -0.614
H -4.4734 -6.7247 0.5839  0.374
H -4.8352 -4.9913 -1.1448  0.379
H -2.9653 -3.5658 -1.8785  0.454
H -0.3504 -5.6094 0.8733  0.444
H -2.2353 -7.0226 1.5964  0.372
C 7.5579 -0.1876 0.2935  -0.373
C 6.5962 -1.1916 0.2389  -0.506
C 5.2692 -0.9009 0.5318  -0.353
C 4.9163 0.4019 0.8742  0.122
C 5.8742 1.4102 0.9382  -0.278
C 7.1992 1.1097 0.6465  -0.526
N 3.5171 0.7180 1.1587  1.048
O 2.7018 -0.1972 1.1099  -0.658
O 3.2376 1.8739 1.4228  -0.532
H 8.5923 -0.4171 0.0588  0.374
H 6.8813 -2.2011 -0.0353  0.371
H 4.5289 -1.6911 0.4857  0.481
H 5.6062 2.4249 1.2088  0.443
H 7.9531 1.8876 0.6903  0.373

Properties
**E**: -3287.87176 hartree
**Lowest unoccupied orbital energy**: -0.96 eV
**Total charge**: 0
**HOMO energy**: -0.3815 hartree
**Gap between HOMO and LUMO**: 9.42 eV

***

Formula: C19H22IrN8O6S2
Source: the Open Molecules 2025 dataset
Level of theory: the ωB97M-V functional and the def2-TZVPD basis

Each line ends with the Mulliken charge.
Element x y z (Å)
Ir 0.2065 -0.1662 0.0074  1.793
O -5.1968 -0.6262 -2.1293  -0.520
C -5.1309 -1.0974 -0.8967  0.438
O -6.0289 -1.6931 -0.3651  -0.575
C -3.8634 -0.8532 -0.1416  0.590
C -3.6910 -1.1597 1.1991  -0.754
N -2.4414 -0.8135 1.5383  -0.157
N -1.7954 -0.2925 0.4920  -0.035
C -2.6292 -0.3257 -0.5362  -0.006
C -2.0334 0.1232 -1.8200  1.033
O -2.7447 0.3913 -2.7746  -0.830
O -0.7446 0.1720 -1.7812  -0.817
H -4.3611 -0.1862 -2.4282  0.412
H -4.3899 -1.5945 1.8947  0.534
H -1.9320 -0.9296 2.4088  0.229
N 3.0673 -2.0750 -0.9824  -0.292
C 3.1779 -0.7522 -0.8106  0.439
N 2.1659 0.0966 -0.7051  -0.179
C 2.6303 1.3959 -0.5294  -0.130
C 3.9598 1.5378 -0.4925  -0.483
S 4.7219 0.0054 -0.6947  -0.226
C 1.6071 2.3989 -0.3848  -0.130
C 1.6805 3.7279 -0.5375  -0.285
S 0.1334 4.4413 -0.2612  -0.204
C -0.5360 2.8837 0.0419  0.528
N 0.3496 1.9118 -0.0601  0.196
N -1.8259 2.7252 0.3822  -0.330
H 2.1412 -2.4654 -1.0635  0.241
H 3.8726 -2.6250 -1.2166  0.185
H 4.5354 2.4297 -0.3132  0.465
H 2.5314 4.3273 -0.8121  0.483
H -2.4573 3.5048 0.3683  0.192
H -2.1929 1.7952 0.4600  0.140
C 1.5923 -0.8464 4.0252  -1.220
C 0.9589 -0.7061 2.6690  0.640
O 1.4910 0.0946 1.8178  -0.691
O -0.0604 -1.3464 2.3563  -0.781
H 0.9268 -0.4273 4.7799  0.311
H 2.5410 -0.3179 4.0593  0.359
H 1.7422 -1.8998 4.2535  0.319
N 0.2990 -2.2048 -0.4455  -0.956
C -0.3411 -3.0512 0.0587  0.724
N -1.0225 -3.9758 0.6219  0.124
C -2.2202 -4.5815 0.0004  -0.641
C -1.9336 -6.0425 -0.3184  -0.753
C -1.4609 -6.7766 0.9394  -0.649
C -0.2235 -6.0978 1.5329  -0.685
C -0.5240 -4.6394 1.8483  -0.531
H -2.4922 -4.0085 -0.8840  0.515
H -3.0344 -4.5109 0.7252  0.329
H -1.1668 -6.1023 -1.0951  0.307
H -2.8436 -6.4990 -0.7084  0.366
H -1.2369 -7.8157 0.7006  0.343
H -2.2650 -6.7763 1.6820  0.299
H 0.6049 -6.1509 0.8208  0.300
H 0.0905 -6.6010 2.4481  0.367
H 0.3447 -4.0948 2.2093  0.392
H -1.3118 -4.5679 2.6009  0.263

Properties
**E**: -2527.37020 hartree
**Lowest unoccupied orbital energy**: -2.44 eV
**Total charge**: +1
**HOMO energy**: -0.4047 hartree
**Energy relative to the best compared isomer or geometry (same formula, charge and spin)**: 24.5 kcal per mole
**Gap between HOMO and LUMO**: 8.57 eV

***

Formula: C4H3NdO2
Source: the Open Molecules 2025 dataset
Level of theory: the ωB97M-V functional and the def2-TZVPD basis

Each line ends with the Mulliken charge.
Element x y z (Å)
O 0.0659 1.9915 -0.1652  -0.588
C -0.6543 0.9901 -0.5501  -0.231
C 0.0016 -0.0518 -1.3590  -0.064
C 0.4936 -1.0771 -0.2969  -0.929
C 0.4531 -1.0432 1.0593  0.095
H 0.8634 0.3307 -1.9424  0.237
H -0.7041 -0.5500 -2.0419  0.255
H 0.9744 -1.8759 1.5728  0.311
Nd -1.3234 1.5437 1.7238  1.541
O -0.1701 -0.2581 1.9996  -0.626

Properties
**E**: -865.87028 hartree
**Lowest unoccupied orbital energy (alpha / beta)**: -1.73 / -1.73 eV
**2S+1**: 4
**Total charge**: 0
**HOMO energy (alpha / beta)**: -0.1998 / -0.2222 hartree
**Gap between HOMO and LUMO (alpha / beta)**: 3.70 / 4.32 eV

***

Formula: C10H11F4P
Source: the Open Molecules 2025 dataset
Level of theory: the ωB97M-V functional and the def2-TZVPD basis

Each line ends with the Mulliken charge.
Element x y z (Å)
C 4.0967 -0.2451 -0.4809  -1.158
C 3.1116 0.8382 0.1730  -0.808
C 1.6652 0.5597 -0.0127  0.839
C 0.9156 1.1690 -0.8732  -0.445
C -0.4740 0.8826 -1.0475  -0.754
C -1.1051 0.0098 -0.1384  0.347
C -2.5135 -0.2645 -0.2454  -0.259
P -3.0708 -1.7465 0.1426  0.100
F -4.1313 -1.9331 -0.9407  -0.198
C -3.3812 0.7975 0.3710  1.049
F -3.5068 1.8350 -0.4426  -0.291
F -2.9946 1.2818 1.5502  -0.282
F -4.6602 0.3778 0.4906  -0.306
C -0.2218 -0.6361 0.8012  -0.448
C 1.1116 -0.4437 0.7855  -0.781
H 5.0827 0.2484 -0.7063  0.331
H 3.6854 -0.7298 -1.3468  0.354
H 4.3396 -1.0067 0.1528  0.364
H 3.4526 1.8131 -0.3923  0.277
H 3.3290 1.0910 1.2369  0.378
H 1.3935 1.8896 -1.5533  0.262
H -1.1124 1.3055 -1.7499  0.578
H -3.7788 -2.3934 1.3272  0.097
H -2.1563 -2.6572 -0.3708  0.078
H -0.6864 -1.1864 1.6030  0.399
H 1.6095 -0.8566 1.6667  0.275

Properties
**E**: -1128.39912 hartree
**Lowest unoccupied orbital energy**: 0.54 eV
**Total charge**: 0
**HOMO energy**: -0.3089 hartree
**Structure (SMILES)**: CCc1ccc(C(=[PH2]F)C(F)(F)F)cc1
**Energy relative to the best compared isomer or geometry (same formula, charge and spin)**: 0.0 kcal per mole
**Gap between HOMO and LUMO**: 8.95 eV

***

Formula: C20H23NO5S2
Source: the Open Molecules 2025 dataset
Level of theory: the ωB97M-V functional and the def2-TZVPD basis

Each line ends with the Mulliken charge.
Element x y z (Å)
C 2.4765 5.9423 0.9950  -0.695
O 1.7509 4.7358 0.8228  -0.291
C 2.3199 3.8172 0.0304  1.088
O 3.3953 3.9790 -0.5215  -0.725
C 1.5292 2.6190 -0.1004  0.174
S -0.0022 2.4122 0.6752  -0.476
C -0.1798 0.8215 -0.0051  0.816
C -1.3572 0.0280 0.2734  1.319
C -2.3832 0.5280 1.0746  -1.203
C -3.5121 -0.2199 1.3430  -0.484
C -3.6696 -1.5011 0.8248  0.295
C -4.8936 -2.3598 1.0925  2.230
C -5.5696 -2.6956 -0.2446  -1.603
C -5.9217 -1.6604 1.9857  -2.113
C -4.4516 -3.6533 1.7920  -1.595
C -2.6409 -1.9977 0.0250  -0.932
C -1.5103 -1.2591 -0.2488  -1.027
C 0.8991 0.4875 -0.7861  -0.599
C 1.8732 1.4994 -0.8486  -0.856
N 3.0623 1.4535 -1.5470  -0.046
C 3.5313 0.4190 -2.2937  0.424
O 2.9524 -0.6311 -2.4661  -0.633
C 4.8978 0.6922 -2.8870  -0.931
S 6.1177 1.0996 -1.5933  -0.122
C 5.7552 -0.1789 -0.3424  -0.339
C 5.4445 -1.5182 -0.9662  0.461
O 6.0239 -2.0109 -1.8922  -0.566
O 4.4210 -2.1003 -0.3395  -0.423
H 2.5935 6.4549 0.0378  0.303
H 1.8950 6.5481 1.6847  0.217
H 3.4672 5.7347 1.4048  0.305
H -2.2894 1.5210 1.4907  0.319
H -4.2736 0.2170 1.9677  0.431
H -5.8606 -1.7821 -0.7589  0.385
H -4.9054 -3.2564 -0.8962  0.339
H -6.4616 -3.2937 -0.0719  0.444
H -6.2870 -0.7472 1.5217  0.432
H -5.4985 -1.4230 2.9589  0.431
H -6.7726 -2.3201 2.1424  0.436
H -3.9476 -3.4214 2.7279  0.384
H -5.3177 -4.2739 2.0108  0.442
H -3.7699 -4.2278 1.1712  0.338
H -2.7186 -2.9873 -0.3991  0.371
H -0.7399 -1.6835 -0.8726  0.365
H 1.0121 -0.4424 -1.3093  0.715
H 3.6291 2.2987 -1.4431  0.305
H 4.8750 1.5635 -3.5413  0.459
H 5.2427 -0.1818 -3.4402  0.457
H 6.6658 -0.2569 0.2524  0.360
H 4.9281 0.1400 0.2919  0.268
H 4.1756 -2.9284 -0.7825  0.343

Properties
**E**: -2003.32564 hartree
**Lowest unoccupied orbital energy**: -0.24 eV
**Total charge**: 0
**HOMO energy**: -0.2975 hartree
**Structure (SMILES)**: COC(=O)c1sc(-c2ccc(C(C)(C)C)cc2)cc1NC(=O)CSCC(=O)O
**Energy relative to the best compared isomer or geometry (same formula, charge and spin)**: 0.0 kcal per mole
**Gap between HOMO and LUMO**: 7.85 eV

***

Look up the E of the second one.
-3287.87176 hartree

***

Among the records above, which one has the highest E?
C4H3NdO2

***

What did the sixth record say?
Formula: C20H23NO5S2
Source: the Open Molecules 2025 dataset
Level of theory: the ωB97M-V functional and the def2-TZVPD basis

Each line ends with the Mulliken charge.
Element x y z (Å)
C 2.4765 5.9423 0.9950  -0.695
O 1.7509 4.7358 0.8228  -0.291
C 2.3199 3.8172 0.0304  1.088
O 3.3953 3.9790 -0.5215  -0.725
C 1.5292 2.6190 -0.1004  0.174
S -0.0022 2.4122 0.6752  -0.476
C -0.1798 0.8215 -0.0051  0.816
C -1.3572 0.0280 0.2734  1.319
C -2.3832 0.5280 1.0746  -1.203
C -3.5121 -0.2199 1.3430  -0.484
C -3.6696 -1.5011 0.8248  0.295
C -4.8936 -2.3598 1.0925  2.230
C -5.5696 -2.6956 -0.2446  -1.603
C -5.9217 -1.6604 1.9857  -2.113
C -4.4516 -3.6533 1.7920  -1.595
C -2.6409 -1.9977 0.0250  -0.932
C -1.5103 -1.2591 -0.2488  -1.027
C 0.8991 0.4875 -0.7861  -0.599
C 1.8732 1.4994 -0.8486  -0.856
N 3.0623 1.4535 -1.5470  -0.046
C 3.5313 0.4190 -2.2937  0.424
O 2.9524 -0.6311 -2.4661  -0.633
C 4.8978 0.6922 -2.8870  -0.931
S 6.1177 1.0996 -1.5933  -0.122
C 5.7552 -0.1789 -0.3424  -0.339
C 5.4445 -1.5182 -0.9662  0.461
O 6.0239 -2.0109 -1.8922  -0.566
O 4.4210 -2.1003 -0.3395  -0.423
H 2.5935 6.4549 0.0378  0.303
H 1.8950 6.5481 1.6847  0.217
H 3.4672 5.7347 1.4048  0.305
H -2.2894 1.5210 1.4907  0.319
H -4.2736 0.2170 1.9677  0.431
H -5.8606 -1.7821 -0.7589  0.385
H -4.9054 -3.2564 -0.8962  0.339
H -6.4616 -3.2937 -0.0719  0.444
H -6.2870 -0.7472 1.5217  0.432
H -5.4985 -1.4230 2.9589  0.431
H -6.7726 -2.3201 2.1424  0.436
H -3.9476 -3.4214 2.7279  0.384
H -5.3177 -4.2739 2.0108  0.442
H -3.7699 -4.2278 1.1712  0.338
H -2.7186 -2.9873 -0.3991  0.371
H -0.7399 -1.6835 -0.8726  0.365
H 1.0121 -0.4424 -1.3093  0.715
H 3.6291 2.2987 -1.4431  0.305
H 4.8750 1.5635 -3.5413  0.459
H 5.2427 -0.1818 -3.4402  0.457
H 6.6658 -0.2569 0.2524  0.360
H 4.9281 0.1400 0.2919  0.268
H 4.1756 -2.9284 -0.7825  0.343

Properties
**E**: -2003.32564 hartree
**Lowest unoccupied orbital energy**: -0.24 eV
**Total charge**: 0
**HOMO energy**: -0.2975 hartree
**Structure (SMILES)**: COC(=O)c1sc(-c2ccc(C(C)(C)C)cc2)cc1NC(=O)CSCC(=O)O
**Energy relative to the best compared isomer or geometry (same formula, charge and spin)**: 0.0 kcal per mole
**Gap between HOMO and LUMO**: 7.85 eV

***

E of number 3 (C19H22IrN8O6S2)?
-2527.37020 hartree